11
Properties=species:S:1:pos:R:3 method="wB97M-V/def2-TZVPD" homo_lumo_gap_ev=11.4 smiles=C[Si](O)(O)O lumo_ha=0.01559
O 0.55941 1.58211 0.68222
O -0.34801 0.61397 -1.60242
O 1.49313 -0.86274 -0.35745
C -1.13335 -0.82279 0.71005
Si 0.20291 0.14340 -0.09651
H 1.11949 2.27698 0.33493
H 0.19024 0.63323 -2.41788
H 2.28595 -0.61831 0.08121
H -1.96028 -0.10057 0.87058
H -0.85569 -1.25150 1.74165
H -1.55381 -1.59379 0.05363